[1]
{"formula": "C17H19NO5S2", "method": "ωB97M-V/def2-TZVPD", "elements": ["H", "H", "C", "C", "N", "C", "H", "H", "H", "H", "C", "H", "C", "O", "S", "H", "O", "C", "C", "C", "H", "C", "O", "C", "H", "C", "H", "H", "C", "H", "H", "H", "C", "O", "C", "H", "O", "H", "H", "H", "C", "C", "C", "S"], "xyz": [[4.263, 0.566, -1.725], [-1.030, 2.062, -1.739], [-3.794, -1.311, -1.210], [-4.573, -1.959, -0.077], [3.525, 0.469, -1.046], [1.759, 2.146, 0.137], [1.782, -4.383, -0.078], [3.453, -4.004, -1.859], [4.297, -1.730, -2.303], [-4.229, -1.552, -2.181], [0.953, 1.983, -0.971], [-0.370, -0.442, 1.777], [-3.207, 2.226, -0.291], [-3.848, 0.123, -1.134], [0.507, -2.687, 1.728], [1.387, 1.652, -1.900], [4.232, 2.778, -0.580], [-0.407, 2.216, -0.872], [3.090, -3.173, -1.273], [1.694, -2.319, 0.479], [-5.603, -1.609, -0.078], [3.567, -1.898, -1.526], [-2.202, 0.144, 0.395], [-3.014, 0.709, -0.285], [-3.171, 2.599, -1.323], [2.163, -1.039, 0.233], [1.895, 2.697, 2.185], [-4.563, -3.037, -0.204], [1.235, 2.585, 1.339], [-0.559, 3.164, 2.369], [1.827, -0.198, 0.812], [-2.746, -1.625, -1.178], [3.101, -0.826, -0.771], [3.912, 1.294, 1.360], [-0.118, 2.833, 1.443], [-0.521, -1.305, 3.323], [-2.280, 2.859, 0.551], [-4.114, -1.716, 0.878], [1.056, -0.628, 2.857], [-4.192, 2.458, 0.123], [-0.954, 2.623, 0.344], [0.140, -1.082, 2.490], [2.157, -3.392, -0.280], [3.494, 1.730, 0.061]], "molar_mass_g_mol": 381.47, "lumo_energy_ev": 0.5, "homo_lumo_gap_ev": 8.406, "relative_energy_kcal_mol": 5.72, "homo_energy_ev": -7.9}

[2]
{"formula": "C17H19NO7", "method": "ωB97M-V/def2-TZVPD", "elements": ["C", "H", "H", "H", "C", "C", "C", "C", "N", "H", "C", "C", "H", "H", "O", "O", "C", "H", "H", "C", "O", "C", "C", "H", "H", "H", "C", "C", "C", "O", "H", "H", "O", "C", "H", "H", "C", "H", "H", "O", "O", "H", "C", "H"], "xyz": [[-2.594, 0.678, 1.632], [0.906, 0.025, 1.567], [2.403, -3.472, 0.022], [3.658, -4.362, 0.927], [-2.843, 1.516, 2.828], [-3.267, 2.521, 0.174], [-3.277, 2.767, 2.704], [0.400, 3.049, -2.706], [0.378, -1.985, 1.646], [1.688, 0.132, -5.030], [2.102, 2.122, -4.212], [2.797, -3.698, 1.015], [-3.469, 3.404, 3.558], [-0.504, -0.126, -3.868], [-3.911, 4.510, 1.258], [-1.235, -4.637, 0.160], [1.569, 3.187, -3.324], [-0.418, -1.576, 2.122], [-3.445, 2.977, -0.790], [2.686, -1.118, 1.042], [3.166, 2.249, -4.776], [-3.522, 3.368, 1.366], [0.111, 0.758, -3.761], [0.804, -0.758, 0.011], [2.024, -4.226, 1.576], [3.159, -0.252, 1.512], [1.151, -0.902, 1.039], [1.280, 0.896, -4.380], [3.171, -2.387, 1.745], [-2.190, -0.466, 1.734], [4.266, -2.324, 1.763], [-2.161, -2.698, 2.082], [-1.483, 1.697, -2.306], [-2.835, 1.269, 0.298], [-2.642, 0.629, -0.549], [2.185, 4.071, -3.215], [-1.047, -3.703, 0.881], [3.039, -1.160, 0.008], [-0.008, 3.811, -2.054], [-1.672, -3.536, 2.071], [-0.208, -2.710, 0.529], [-2.653, 1.056, 3.789], [-0.418, 1.824, -2.877], [2.857, -2.415, 2.791]], "molar_mass_g_mol": 349.34, "lumo_energy_ev": -2.0, "homo_lumo_gap_ev": 7.485, "relative_energy_kcal_mol": 99.86, "homo_energy_ev": -9.5}

What did the first record say?
{"formula": "C17H19NO5S2", "method": "ωB97M-V/def2-TZVPD", "elements": ["H", "H", "C", "C", "N", "C", "H", "H", "H", "H", "C", "H", "C", "O", "S", "H", "O", "C", "C", "C", "H", "C", "O", "C", "H", "C", "H", "H", "C", "H", "H", "H", "C", "O", "C", "H", "O", "H", "H", "H", "C", "C", "C", "S"], "xyz": [[4.263, 0.566, -1.725], [-1.030, 2.062, -1.739], [-3.794, -1.311, -1.210], [-4.573, -1.959, -0.077], [3.525, 0.469, -1.046], [1.759, 2.146, 0.137], [1.782, -4.383, -0.078], [3.453, -4.004, -1.859], [4.297, -1.730, -2.303], [-4.229, -1.552, -2.181], [0.953, 1.983, -0.971], [-0.370, -0.442, 1.777], [-3.207, 2.226, -0.291], [-3.848, 0.123, -1.134], [0.507, -2.687, 1.728], [1.387, 1.652, -1.900], [4.232, 2.778, -0.580], [-0.407, 2.216, -0.872], [3.090, -3.173, -1.273], [1.694, -2.319, 0.479], [-5.603, -1.609, -0.078], [3.567, -1.898, -1.526], [-2.202, 0.144, 0.395], [-3.014, 0.709, -0.285], [-3.171, 2.599, -1.323], [2.163, -1.039, 0.233], [1.895, 2.697, 2.185], [-4.563, -3.037, -0.204], [1.235, 2.585, 1.339], [-0.559, 3.164, 2.369], [1.827, -0.198, 0.812], [-2.746, -1.625, -1.178], [3.101, -0.826, -0.771], [3.912, 1.294, 1.360], [-0.118, 2.833, 1.443], [-0.521, -1.305, 3.323], [-2.280, 2.859, 0.551], [-4.114, -1.716, 0.878], [1.056, -0.628, 2.857], [-4.192, 2.458, 0.123], [-0.954, 2.623, 0.344], [0.140, -1.082, 2.490], [2.157, -3.392, -0.280], [3.494, 1.730, 0.061]], "molar_mass_g_mol": 381.47, "lumo_energy_ev": 0.5, "homo_lumo_gap_ev": 8.406, "relative_energy_kcal_mol": 5.72, "homo_energy_ev": -7.9}